Entry 1:
{"formula": "C7H16AlBNO6P2", "method": "ωB97M-V/def2-TZVPD", "e_homo_ev": -5.3, "relative_energy_ev": 3.374, "charge": -1, "lumo_energy_ev": 2.59, "e_tot_ha": -1732.64859, "species": ["C", "C", "O", "B", "O", "Al", "P", "O", "P", "O", "O", "O", "H", "H", "H", "H", "H", "H", "H", "H", "H", "H", "H", "N", "C", "C", "C", "C", "C", "H", "H", "H", "H", "H"], "positions_angstrom": [[1.531700, -0.587296, 2.654880], [1.873561, -1.474602, 1.283927], [1.211677, -0.933845, 0.073273], [-0.117668, -1.619617, 0.049982], [-0.197958, -2.870352, -0.784760], [-1.694029, -0.862873, 1.133112], [-2.626465, 1.018304, 0.104112], [-1.999590, 2.306728, 0.809974], [-3.208154, -2.618408, 1.444428], [-2.685806, -3.938607, 0.747232], [-4.729774, -2.143620, 0.743132], [-3.290179, -2.969525, 3.168405], [0.815219, 0.286975, 2.296527], [0.962177, -1.333325, 3.373751], [2.484291, -0.115279, 3.144333], [1.537113, -2.589142, 1.472428], [3.062009, -1.450795, 1.200938], [-1.111877, -2.938147, -1.202329], [-1.258183, -0.394623, 2.595933], [-2.349087, 1.114428, -1.311573], [-4.071445, 1.007489, 0.300567], [-5.315008, -1.918782, 1.524748], [-3.957436, -2.342351, 3.618538], [3.591004, 2.753960, -3.494510], [2.612192, 3.677025, -3.371097], [1.474229, 3.495338, -2.601568], [1.326556, 2.292652, -1.918751], [2.316714, 1.321639, -2.027547], [3.420539, 1.597057, -2.818512], [2.771876, 4.597236, -3.925510], [0.721177, 4.272477, -2.536577], [0.447388, 2.113479, -1.306695], [2.231113, 0.373779, -1.508413], [4.222124, 0.872623, -2.932379]], "atomic_forces_ev_per_a": [[-0.66, -0.24, -0.97], [0.99, 0.12, 1.49], [-0.92, -2.41, 1.61], [1.85, -1.88, -2.69], [-0.68, 3.23, 0.45], [0.15, 0.36, 0.90], [1.15, 3.28, 1.84], [-1.30, -2.53, -1.61], [1.21, -4.01, -1.53], [-2.00, 3.78, 2.09], [0.32, -0.57, 3.02], [-2.47, 1.75, -1.37], [1.51, -1.90, 1.08], [1.18, 1.98, -1.20], [-1.74, -1.11, -0.92], [0.79, 2.11, -0.45], [-2.63, -0.16, -0.45], [1.55, -0.18, 1.47], [-0.37, 0.05, -0.03], [-0.75, -0.21, 0.35], [0.57, 0.06, -0.78], [0.60, -0.24, -1.45], [1.67, -1.29, -0.92], [-0.72, -0.08, 0.47], [0.69, -0.61, -0.10], [0.05, -0.22, 0.06], [-0.07, -0.05, 0.04], [-0.08, 0.10, -0.01], [0.11, 0.83, -0.47], [-0.04, -0.02, 0.04], [0.06, -0.06, 0.00], [0.08, 0.03, 0.02], [-0.06, 0.09, 0.01], [-0.08, 0.02, 0.03]], "nbo_charge": [-0.67, -0.10, -0.81, 0.71, -0.95, 0.45, 0.85, -1.14, 1.71, -1.09, -0.99, -0.99, 0.25, 0.22, 0.20, 0.18, 0.19, 0.50, -0.32, -0.07, -0.08, 0.47, 0.47, -0.44, 0.01, -0.27, -0.16, -0.26, 0.02, 0.18, 0.22, 0.24, 0.26, 0.19]}

Entry 2:
{"formula": "C6H29N2O11", "method": "ωB97M-V/def2-TZVPD", "e_homo_ev": -12.2, "charge": 1, "lumo_energy_ev": -4.19, "e_tot_ha": -1182.75829, "species": ["C", "C", "N", "C", "C", "N", "C", "C", "H", "H", "H", "H", "H", "H", "H", "O", "H", "H", "O", "H", "H", "O", "H", "H", "O", "H", "H", "O", "H", "H", "O", "H", "H", "O", "H", "H", "O", "H", "H", "O", "H", "H", "O", "H", "H", "O", "H", "H"], "positions_angstrom": [[1.448575, -3.389366, -0.957451], [0.580909, -2.528975, -1.077690], [-0.263034, -1.427360, -0.676816], [0.363264, -0.142581, -0.820609], [-0.781541, 0.710403, -0.273912], [-1.912001, -0.132197, 0.078029], [-1.550388, -1.461474, -0.178488], [-2.359652, -2.778264, 0.035141], [2.205225, -4.201019, -0.780079], [1.364962, 0.168117, -1.206160], [-0.736123, 1.822515, -0.170327], [-2.809425, 0.185824, 0.455878], [-1.812482, -3.388542, 0.815226], [-2.448779, -3.408537, -0.908322], [-3.410095, -2.545493, 0.373965], [-0.717216, 0.803721, 3.114753], [-1.532629, 1.269946, 3.341306], [-0.945800, 0.292344, 2.331878], [1.847930, 2.109786, 0.790642], [2.604013, 2.243258, 1.376918], [1.085550, 2.231589, 1.370503], [0.955455, -1.530318, -4.484417], [0.245334, -1.423411, -5.129481], [0.516102, -1.405760, -3.635665], [-4.368684, 2.100862, -0.653782], [-3.550277, 1.601720, -0.698742], [-4.163530, 2.928495, -1.113715], [-2.544467, 3.777494, -1.632770], [-1.634994, 3.518967, -1.823448], [-2.466483, 4.687000, -1.316024], [1.108774, 3.187789, 4.416038], [0.610860, 2.403292, 4.156062], [0.463908, 3.730934, 4.886037], [-5.338934, -0.468972, -2.773759], [-4.844930, -0.073432, -2.045496], [-5.101628, 0.071216, -3.536985], [3.926440, -2.201078, -2.927769], [3.054120, -1.992534, -3.258747], [4.194424, -2.968809, -3.446733], [3.770836, 3.383459, 5.646935], [2.879012, 3.568086, 5.323412], [4.064433, 2.637460, 5.107926], [5.654100, 1.871508, 3.530163], [6.473614, 1.365308, 3.481162], [5.860783, 2.695826, 3.073344], [-0.335259, -6.164098, -2.767258], [0.559574, -6.478466, -2.944055], [-0.209860, -5.256212, -2.466631]], "atomic_forces_ev_per_a": [[-1.08, 0.78, 0.05], [0.29, -0.96, 1.96], [1.95, -0.58, -1.36], [-6.93, 2.35, 3.04], [2.82, -2.07, -1.55], [3.66, -1.15, -1.39], [0.37, 0.68, -0.43], [0.21, 0.41, -0.02], [-1.16, 1.36, -0.64], [-1.07, -0.80, 0.56], [-0.50, -1.37, 0.05], [0.47, -0.31, -0.12], [-0.71, 0.67, -0.81], [0.34, 1.04, 1.05], [1.25, -0.16, -0.25], [-0.18, 0.27, -0.14], [0.06, -0.08, 0.11], [0.16, -0.05, 0.14], [-0.22, -0.07, 0.08], [-0.01, 0.01, -0.11], [0.20, 0.02, 0.13], [-0.17, 0.05, 0.28], [0.19, -0.05, -0.09], [0.00, -0.05, -0.13], [-0.41, -0.55, 0.27], [0.06, 0.45, -0.34], [0.17, -0.28, 0.09], [0.56, 0.34, 0.07], [-0.13, 0.09, -0.20], [-0.08, -0.04, -0.08], [-0.44, 0.09, -0.16], [0.16, -0.14, 0.07], [0.15, 0.02, -0.01], [0.42, -0.05, 0.04], [-0.33, 0.20, -0.08], [-0.15, -0.05, 0.05], [0.16, -0.31, 0.25], [-0.32, 0.14, -0.37], [0.08, 0.15, 0.01], [-0.05, 0.00, -0.15], [0.14, -0.19, 0.04], [0.13, 0.10, 0.09], [0.05, 0.04, -0.24], [-0.12, 0.00, 0.10], [-0.03, -0.02, 0.16], [0.18, 0.22, 0.15], [-0.14, -0.08, -0.06], [-0.02, -0.11, -0.10]], "nbo_charge": [-0.09, 0.04, -0.36, -0.01, -0.07, -0.53, 0.47, -0.68, 0.30, 0.32, 0.27, 0.47, 0.28, 0.29, 0.27, -0.94, 0.48, 0.46, -0.96, 0.50, 0.47, -0.93, 0.49, 0.45, -0.94, 0.43, 0.51, -0.96, 0.48, 0.49, -0.96, 0.48, 0.48, -0.93, 0.46, 0.47, -0.94, 0.47, 0.48, -0.96, 0.48, 0.47, -0.95, 0.48, 0.48, -0.93, 0.47, 0.46]}

Entry 3:
{"formula": "C40H69Br3N2O13P2", "method": "ωB97M-V/def2-TZVPD", "e_homo_ev": -8.6, "lumo_energy_ev": 0.30, "e_tot_ha": -11058.02494, "species": ["C", "C", "O", "P", "O", "C", "C", "C", "C", "N", "C", "C", "C", "O", "C", "O", "O", "C", "Br", "C", "Br", "C", "C", "C", "C", "C", "C", "C", "C", "N", "P", "O", "Br", "O", "C", "C", "H", "H", "H", "H", "H", "H", "H", "H", "H", "H", "H", "H", "H", "H", "H", "H", "H", "H", "H", "H", "H", "H", "H", "H", "H", "H", "H", "H", "H", "H", "H", "H", "H", "C", "C", "O", "C", "H", "H", "H", "H", "H", "H", "C", "C", "O", "C", "H", "H", "H", "H", "H", "H", "C", "C", "O", "C", "H", "H", "H", "H", "H", "H", "C", "C", "O", "C", "H", "H", "H", "H", "H", "H", "C", "C", "O", "C", "H", "H", "H", "H", "H", "H", "C", "C", "O", "C", "H", "H", "H", "H", "H", "H"], "positions_angstrom": [[5.465109, 2.722552, -0.737104], [5.132508, 2.566070, -2.222672], [5.362853, 1.243370, -2.735844], [4.165498, 0.235419, -2.430940], [3.989977, 0.009425, -0.989693], [2.650783, 0.800481, -3.240566], [1.789800, 1.744179, -2.327076], [0.392150, 1.137584, -2.274131], [-0.710986, 1.975752, -1.603302], [-2.038841, 1.317950, -1.622092], [-3.158629, 2.128389, -2.102379], [-2.061674, 0.009404, -2.228003], [-1.720450, -1.220850, -1.416145], [-2.323858, -0.124326, -3.407794], [-0.755654, 3.240936, -2.520207], [-0.611072, 3.292309, -3.713076], [-1.022098, 4.338611, -1.732676], [-0.367959, 4.099014, -0.492826], [1.455395, 4.826889, -0.916502], [-0.985110, 5.158704, 0.517900], [0.474328, 6.011214, 1.535753], [-1.805366, 6.269326, -0.167279], [-1.032798, 7.342657, -0.929559], [-0.455217, 2.599867, -0.183195], [0.684977, 1.994960, 0.624881], [0.934622, 0.645538, 0.656945], [1.942603, 0.083649, 1.382126], [2.700883, 0.957049, 2.131976], [2.362537, 2.277751, 2.077261], [1.408523, 2.828619, 1.355565], [-1.968399, 2.176440, 0.942680], [-2.023201, 0.545255, 1.058815], [-1.361826, 2.718968, 3.051630], [4.582558, -1.159078, -3.123426], [3.581504, -2.170607, -2.966631], [3.135090, -2.723241, -4.312001], [5.731263, 3.766516, -0.555660], [4.611472, 2.520290, -0.092475], [6.296545, 2.072614, -0.472658], [5.788300, 3.235633, -2.776343], [4.107892, 2.914572, -2.381948], [2.953594, 1.352939, -4.140679], [2.030775, -0.014968, -3.608067], [1.821799, 2.708433, -2.820931], [2.303316, 1.771346, -1.367599], [0.517011, 0.152009, -1.828580], [0.117336, 0.943701, -3.311910], [-3.188206, 2.258697, -3.187205], [-3.248969, 3.073458, -1.574631], [-4.074740, 1.583633, -1.857289], [-2.340970, -2.028029, -1.806585], [-0.695566, -1.538383, -1.596120], [-1.960784, -1.124207, -0.362417], [-1.609641, 4.742542, 1.302240], [-2.630658, 5.857826, -0.746246], [-2.290370, 6.789882, 0.665235], [-0.409537, 6.945693, -1.727289], [-0.446018, 7.997302, -0.292428], [-1.774098, 7.978925, -1.423985], [0.296125, -0.009178, 0.079104], [2.130138, -0.978635, 1.392041], [3.509211, 0.620019, 2.762072], [2.947565, 2.955662, 2.697354], [-1.721121, 0.245908, 1.931097], [2.687003, -1.826403, -2.440565], [4.008873, -2.949555, -2.335363], [2.596231, -3.660646, -4.178153], [4.009470, -2.870996, -4.944712], [2.454286, -2.027054, -4.805098], [5.068718, 2.330273, -7.275807], [3.567595, 2.182195, -7.240457], [3.018341, 1.556574, -6.361706], [2.782270, 2.845639, -8.343800], [5.504285, 1.806038, -6.426955], [5.464154, 1.900146, -8.197127], [5.340707, 3.385327, -7.217068], [3.080267, 2.437780, -9.310923], [2.956758, 3.922458, -8.330555], [1.720121, 2.661282, -8.197196], [-2.210212, 1.915311, -7.851472], [-1.734224, 3.347783, -7.827115], [-1.202761, 3.852558, -8.790400], [-1.949749, 4.114578, -6.548157], [-1.994757, 1.479623, -8.825141], [-1.693884, 1.337564, -7.082787], [-3.286612, 1.876525, -7.677493], [-1.418167, 3.627344, -5.732225], [-3.015746, 4.168673, -6.318403], [-1.563040, 5.125336, -6.663241], [0.618035, -0.009298, 5.087895], [-0.714297, -0.624626, 5.433359], [-1.377476, -1.191152, 4.589676], [-1.185008, -0.507982, 6.858878], [0.820490, -0.172116, 4.030379], [0.596236, 1.064833, 5.278535], [1.415005, -0.472970, 5.672061], [-1.285443, 0.543810, 7.133035], [-0.473655, -0.997129, 7.526501], [-2.152216, -0.993705, 6.964154], [-1.022342, -5.191955, 1.597427], [-0.635529, -3.747390, 1.394556], [-0.157231, -3.362341, 0.351700], [-0.870606, -2.802166, 2.547728], [-0.800276, -5.755901, 0.693817], [-0.455422, -5.616722, 2.427220], [-2.090598, -5.266152, 1.806727], [-0.298442, -3.122687, 3.419325], [-1.931690, -2.772033, 2.799756], [-0.548450, -1.800731, 2.267671], [-2.491541, -4.460663, 6.873335], [-3.373188, -3.911028, 7.968026], [-3.359227, -2.735929, 8.259050], [-4.274836, -4.883488, 8.686635], [-1.904177, -3.647492, 6.447873], [-1.817270, -5.212362, 7.278058], [-3.103376, -4.903034, 6.087473], [-3.677209, -5.655297, 9.170742], [-4.964481, -5.345257, 7.978881], [-4.848245, -4.350192, 9.442985], [-3.580996, -9.374399, 6.233991], [-3.243020, -8.545580, 7.448171], [-2.858620, -7.402875, 7.345504], [-3.405669, -9.203739, 8.795971], [-3.420164, -8.781738, 5.335999], [-2.940305, -10.256513, 6.194251], [-4.627041, -9.682262, 6.271335], [-2.757642, -10.078630, 8.864833], [-4.444347, -9.504219, 8.941739], [-3.129868, -8.499617, 9.578189]], "atomic_forces_ev_per_a": [[-0.21, 0.12, -0.14], [0.35, 0.87, 0.67], [-0.52, -0.38, -0.60], [-0.21, -1.34, 0.74], [-0.41, 0.34, 0.56], [0.25, 1.10, -0.28], [0.85, -0.91, -0.80], [0.50, -0.31, 0.40], [0.34, 0.41, -0.50], [-0.09, -0.03, -0.03], [-0.90, -0.43, -0.22], [0.45, -0.65, -1.25], [-0.72, 0.00, 0.01], [-0.28, 0.38, 0.87], [-0.38, 0.07, -0.54], [-0.41, 0.06, 1.52], [0.14, -1.22, -0.33], [-0.06, 2.21, 0.77], [0.48, -1.12, -1.14], [0.60, 0.36, -0.45], [-1.14, 0.29, 1.34], [0.30, 0.52, 0.91], [-0.63, 0.08, -0.78], [1.12, -1.10, 0.38], [0.43, 0.96, -0.40], [-1.44, -1.42, -1.13], [0.52, 0.12, 0.58], [0.10, -0.83, 0.05], [1.06, 1.26, 1.03], [-0.33, 0.00, -0.12], [-1.82, 0.46, -0.84], [0.57, 0.45, 0.58], [0.26, -0.22, -0.18], [-0.05, 1.21, -0.55], [-0.42, -0.90, -0.04], [0.24, 0.33, 0.09], [0.17, -0.04, -0.04], [0.03, -0.34, -0.05], [0.02, 0.05, 0.10], [0.01, -0.23, -0.28], [0.00, -0.23, -0.27], [-0.08, -0.27, 0.11], [0.30, -0.31, 0.10], [-0.27, 0.24, 0.31], [-0.41, 0.32, 0.18], [-0.18, 0.09, 0.12], [-0.43, 0.25, 0.05], [0.32, 0.22, 0.04], [0.34, 0.07, -0.02], [0.06, -0.02, 0.05], [0.02, 0.03, -0.16], [0.10, 0.12, 0.24], [0.43, 0.14, -0.03], [0.13, -0.43, -0.19], [0.22, -0.25, -0.19], [-0.05, -0.08, 0.02], [0.11, -0.09, 0.09], [0.10, -0.21, 0.15], [0.04, 0.03, 0.04], [0.02, -0.05, 0.09], [-0.06, -0.09, -0.19], [0.11, 0.03, 0.00], [-0.13, 0.18, -0.11], [0.07, -0.14, -0.04], [0.24, 0.30, 0.19], [0.11, -0.01, -0.07], [0.09, -0.07, 0.03], [-0.09, -0.15, -0.09], [0.12, 0.04, -0.10], [-0.01, -0.16, 0.26], [-0.04, 0.02, -0.04], [-0.01, 0.00, -0.03], [-0.21, -0.15, 0.18], [-0.02, 0.00, 0.00], [0.02, 0.16, -0.07], [0.03, 0.00, -0.18], [0.09, 0.15, -0.04], [0.10, -0.01, -0.14], [0.01, 0.02, 0.00], [0.13, -0.01, -0.25], [-0.04, 0.08, -0.03], [0.06, -0.04, -0.02], [0.14, 0.18, -0.23], [0.00, 0.02, 0.00], [-0.16, 0.01, 0.12], [0.03, -0.06, 0.17], [-0.19, -0.04, 0.06], [0.02, -0.14, 0.12], [-0.01, -0.01, -0.02], [-0.08, -0.15, -0.33], [-0.05, 0.06, 0.11], [-0.07, 0.36, 0.28], [-0.27, -0.16, -0.21], [0.02, 0.06, 0.01], [0.10, -0.02, 0.12], [-0.02, 0.13, 0.13], [0.19, 0.00, 0.07], [0.05, 0.16, 0.07], [0.03, -0.03, 0.06], [0.10, -0.04, -0.30], [-0.01, 0.14, 0.16], [0.08, 0.00, -0.16], [0.14, -0.19, -0.62], [0.00, 0.01, 0.00], [-0.14, 0.02, 0.11], [0.03, -0.02, 0.18], [-0.19, -0.03, 0.04], [0.11, -0.09, 0.17], [0.03, -0.08, 0.00], [0.16, 0.50, 0.00], [0.04, 0.03, -0.07], [-0.02, 0.01, 0.05], [-0.12, 0.28, 0.22], [-0.07, 0.05, -0.01], [-0.15, -0.18, -0.08], [0.06, -0.22, 0.07], [-0.03, -0.14, -0.17], [0.12, -0.17, 0.00], [0.02, 0.04, -0.04], [0.07, 0.24, -0.12], [0.01, 0.00, 0.00], [-0.01, -0.17, 0.00], [0.09, 0.26, 0.07], [0.00, 0.01, 0.02], [-0.13, -0.10, 0.06], [0.05, -0.16, 0.05], [-0.14, -0.10, -0.02], [0.04, -0.17, -0.03], [0.00, 0.00, -0.02]], "lowdin_charge": [-0.07, -0.26, -0.18, 0.51, -0.25, -0.17, -0.21, -0.12, -0.26, -0.08, -0.06, -0.44, 0.01, 0.11, -0.40, 0.16, -0.05, -0.66, 0.81, -0.64, 0.67, -0.29, -0.14, -0.36, -0.37, -0.06, -0.05, -0.07, -0.15, 0.06, 0.72, -0.37, 0.41, -0.19, -0.30, -0.07, 0.08, 0.05, 0.08, 0.12, 0.09, 0.08, 0.08, 0.07, 0.08, 0.10, 0.13, 0.10, 0.08, 0.10, 0.10, 0.08, 0.06, 0.00, 0.11, 0.11, 0.05, 0.05, 0.08, 0.10, 0.12, 0.11, 0.12, 0.02, 0.10, 0.12, 0.08, 0.08, 0.07, -0.02, -0.49, 0.06, -0.01, 0.08, 0.09, 0.09, 0.09, 0.09, 0.07, -0.02, -0.51, 0.05, -0.02, 0.08, 0.09, 0.08, 0.05, 0.09, 0.08, -0.02, -0.49, 0.02, -0.01, 0.06, 0.08, 0.09, 0.09, 0.09, 0.06, -0.02, -0.49, 0.06, -0.04, 0.08, 0.08, 0.08, 0.09, 0.09, 0.06, -0.02, -0.49, 0.06, -0.03, 0.07, 0.07, 0.09, 0.07, 0.09, 0.08, -0.02, -0.49, 0.05, -0.02, 0.08, 0.09, 0.09, 0.09, 0.09, 0.08]}